This record from OMol25 describes a single C5H7NO2 molecule at a distorted geometry. The level of theory is the ωB97M-V functional and the def2-TZVPD basis.

The HOMO energy is -7.915 eV. The energy above the lowest of the compared OMol25 structures with the same formula, charge and spin comes out at 50.2 kcal/mol. As for the SMILES: COc1[nH]ccc1O. The calculation puts the LUMO energy at 0.031 Eh.

Each line ends with the Mulliken charge.
Element x y z (Å)
C -0.918 1.656 -1.219  -0.638
C 0.117 2.452 -0.803  -0.733
C -0.809 0.418 -0.541  1.204
C 0.305 0.534 0.241  -0.402
C 0.445 -1.768 1.243  -0.587
N 0.859 1.756 0.097  0.060
O -1.639 -0.660 -0.663  -0.525
O 0.952 -0.479 1.355  -0.416
H -1.686 1.913 -1.923  0.340
H 0.364 3.456 -1.079  0.395
H -0.622 -1.812 1.476  0.253
H 1.001 -2.356 1.978  0.244
H 0.612 -2.193 0.248  0.270
H 1.686 2.065 0.576  0.218
H -2.371 -0.407 -1.237  0.316

This record from OMol25 describes 2 unconnected molecules or ions with the total composition C7H7BBrCl5FN2O2S. The level of theory is the ωB97M-V functional and the def2-TZVPD basis.

The HOMO energy is -12.585 eV. Its total charge is +1. The calculation puts the LUMO energy at -0.157 Eh.

Each line ends with the Mulliken charge.
Element x y z (Å)
C 3.347 -0.611 -0.178  -1.318
C 2.509 -0.812 -1.406  0.868
Cl 3.348 -1.436 -2.755  -0.150
C 1.197 -0.565 -1.481  -0.575
Cl 0.250 -0.852 -2.887  -0.121
C 0.436 -0.026 -0.348  -0.211
C -0.161 1.177 -0.282  0.624
F -0.244 2.134 -1.153  -0.264
N -0.756 1.310 0.945  -0.007
Br -1.718 2.764 1.515  0.234
C -0.540 0.193 1.655  -0.078
S -1.150 -0.138 3.251  -0.141
N 0.172 -0.643 0.881  0.610
B 0.638 -2.045 1.222  0.462
O 0.984 -2.306 2.492  -0.391
O 0.731 -2.949 0.213  -0.473
H 4.351 -0.291 -0.446  0.444
H 2.903 0.118 0.499  0.331
H 3.433 -1.565 0.351  0.281
H -0.020 0.200 3.887  0.225
H 0.809 -3.230 2.719  0.337
H -0.052 -3.001 -0.350  0.334
C -4.006 2.516 -1.620  0.679
Cl -4.466 4.202 -1.806  -0.111
Cl -5.210 1.619 -0.691  -0.115
Cl -3.699 1.751 -3.176  -0.119
H -3.087 2.486 -1.054  -0.355

This record from OMol25 describes a single C4H5NO molecule at a distorted geometry. The level of theory is the ωB97M-V functional and the def2-TZVPD basis.

The HOMO energy is -10.753 eV. The energy above the lowest of the compared OMol25 structures with the same formula, charge and spin comes out at 75.3 kcal/mol. As for the SMILES: N#CC[C@H]1CO1. The calculation puts the LUMO energy at 0.030 Eh.

Each line ends with the Mulliken charge.
Element x y z (Å)
N 0.722 1.921 1.531  -0.546
C 0.201 1.858 0.496  0.385
C -0.191 1.091 -0.660  -0.475
C 0.430 -0.393 0.125  -0.089
C -0.374 -1.641 0.122  -0.265
O 0.860 -1.506 -0.584  -0.393
H 0.301 1.469 -1.578  0.271
H -1.279 1.135 -0.851  0.294
H 0.977 0.105 0.994  0.378
H -0.379 -2.408 0.906  0.240
H -1.268 -1.631 -0.501  0.199

This record from OMol25 describes 10 unconnected molecules or ions with the total composition C31H84F9N7O16S3 at a distorted geometry. The level of theory is the ωB97M-V functional and the def2-TZVPD basis.

The HOMO energy is -15.535 eV. The energy above the lowest of the compared OMol25 structures with the same formula, charge and spin comes out at 99.0 kcal/mol. Its total charge is +4. The calculation puts the LUMO energy at -0.320 Eh.

Each line ends with the Mulliken charge.
Element x y z (Å)
C 5.240 3.702 2.033  -1.067
C 4.072 4.231 2.989  1.512
C 3.911 3.310 4.208  -0.474
O 2.539 2.991 4.467  -0.481
C 1.680 2.417 3.503  0.957
N 4.314 5.718 3.300  -0.107
H 3.463 6.171 3.601  0.324
H 4.978 5.747 4.060  0.412
H 4.718 6.200 2.509  0.296
H 6.211 3.738 2.527  0.478
H 5.266 4.167 1.048  0.308
H 5.058 2.647 1.829  -0.067
H 3.105 4.424 2.525  -1.037
H 4.345 3.867 5.038  0.298
H 4.531 2.433 4.024  0.285
H 0.748 2.028 3.915  0.352
H 2.181 1.571 3.032  -0.066
H 1.472 3.156 2.729  -0.770
C -3.325 3.901 -1.379  -1.234
C -3.551 3.243 -2.706  -0.052
C -2.234 2.694 -3.292  -0.111
O -2.479 2.119 -4.603  -0.478
C -1.326 1.428 -5.183  -0.367
N -4.557 2.099 -2.457  -0.090
H -4.247 1.382 -1.817  0.301
H -5.419 2.518 -2.138  0.420
H -4.852 1.751 -3.359  0.442
H -2.549 4.662 -1.452  0.329
H -3.023 3.165 -0.634  0.122
H -4.175 4.477 -1.013  0.435
H -4.003 3.828 -3.507  0.482
H -1.751 2.016 -2.589  -0.157
H -1.492 3.488 -3.373  0.550
H -1.486 0.943 -6.145  0.378
H -1.117 0.542 -4.583  -0.094
H -0.442 2.046 -5.341  0.314
C 0.888 -1.689 -4.423  -1.277
C 0.134 -2.963 -4.075  0.935
C 0.772 -4.270 -4.666  -1.128
O 0.008 -5.441 -4.274  -0.215
C 0.220 -6.575 -5.119  -0.874
N 0.024 -3.127 -2.556  0.852
H -0.474 -2.359 -2.131  0.214
H -0.583 -3.926 -2.442  -0.008
H 0.945 -3.171 -2.143  0.424
H 0.518 -0.713 -4.110  -0.158
H 1.117 -1.684 -5.489  0.587
H 1.838 -1.733 -3.891  0.310
H -0.884 -2.890 -4.458  0.241
H 1.829 -4.406 -4.436  0.424
H 0.742 -4.186 -5.753  0.518
H -0.401 -6.524 -6.013  0.318
H -0.035 -7.410 -4.466  0.221
H 1.243 -6.727 -5.463  0.385
C 1.895 7.937 -0.279  -1.679
C 2.101 6.433 -0.173  1.154
C 0.863 5.760 -0.770  -0.521
O -0.249 5.938 0.151  -0.438
C -0.216 5.030 1.345  0.224
N 3.351 6.047 -0.937  0.148
H 3.301 5.059 -1.140  0.005
H 3.397 6.684 -1.719  0.452
H 4.162 6.236 -0.365  0.364
H 2.044 8.432 -1.239  0.465
H 2.639 8.426 0.350  0.477
H 0.993 8.340 0.182  0.372
H 2.244 6.119 0.861  -0.450
H 1.007 4.719 -1.060  -0.033
H 0.610 6.277 -1.695  0.531
H -0.912 4.192 1.344  -0.061
H -0.352 5.548 2.294  0.389
H 0.707 4.453 1.414  -0.658
C -5.548 -1.396 0.862  -0.881
C -5.843 -0.527 2.165  0.175
C -4.686 0.277 2.815  -0.273
O -5.132 1.091 3.946  -0.468
C -4.047 1.636 4.720  -0.516
N -7.003 0.373 1.847  -0.241
H -6.781 1.192 1.300  0.283
H -7.709 -0.046 1.260  0.383
H -7.532 0.676 2.652  0.377
H -6.448 -1.929 0.555  0.566
H -4.831 -2.156 1.173  0.103
H -5.107 -0.910 -0.008  -0.022
H -6.336 -1.251 2.814  0.248
H -4.248 0.950 2.078  0.065
H -3.875 -0.395 3.095  0.433
H -3.104 1.635 4.173  0.081
H -3.997 0.941 5.558  0.313
H -4.216 2.624 5.148  0.296
C -1.905 -4.683 1.179  -1.292
C -0.913 -5.801 0.802  0.404
C -0.397 -6.651 1.966  -1.198
O -1.355 -7.670 2.287  -0.338
C -0.795 -8.658 3.125  -0.810
N -1.369 -6.790 -0.316  -0.057
H -0.646 -7.454 -0.556  0.381
H -1.968 -7.531 0.019  0.468
H -1.835 -6.289 -1.059  0.182
H -2.943 -5.014 1.212  0.387
H -1.857 -3.862 0.465  0.207
H -1.772 -4.299 2.191  0.494
H -0.052 -5.446 0.236  0.381
H -0.193 -6.000 2.815  0.447
H 0.518 -7.097 1.574  0.510
H -1.572 -9.349 3.455  0.285
H -0.400 -8.368 4.098  0.328
H 0.076 -9.116 2.657  0.342
C 2.788 -2.078 1.573  -1.647
C 3.757 -0.948 1.331  1.931
C 4.578 -0.658 2.610  -1.083
O 5.349 -1.799 3.015  -0.430
C 6.123 -1.540 4.085  -0.747
N 4.711 -1.336 0.167  -0.106
H 5.089 -0.553 -0.347  0.314
H 5.399 -2.038 0.403  0.417
H 4.118 -1.836 -0.479  0.288
H 3.366 -2.854 2.074  0.437
H 2.518 -2.534 0.621  0.281
H 1.850 -1.960 2.115  0.328
H 3.212 -0.091 0.936  -0.872
H 3.984 -0.417 3.491  0.475
H 5.326 0.134 2.590  0.581
H 6.460 -2.415 4.641  0.309
H 5.560 -1.043 4.875  0.292
H 7.049 -1.039 3.800  0.316
C -0.650 0.866 0.639  -0.012
F -0.256 1.750 -0.357  -0.061
F 0.362 0.182 1.107  -0.150
F -1.160 1.478 1.639  -0.216
S -1.947 -0.351 -0.192  0.503
O -2.910 0.471 -0.960  -0.290
O -1.082 -1.174 -1.049  -1.192
O -2.503 -1.045 0.928  -0.531
C 2.624 1.112 -2.455  0.372
F 2.040 0.054 -1.815  -0.117
F 3.478 0.531 -3.296  -0.222
F 1.736 1.855 -3.137  -0.151
S 3.433 2.205 -1.126  1.027
O 3.932 3.331 -1.876  -0.927
O 2.449 2.686 -0.087  0.053
O 4.500 1.344 -0.606  -0.851
C -4.090 -2.801 -2.393  0.486
F -5.423 -2.658 -2.407  -0.244
F -3.539 -1.891 -3.215  -0.185
F -3.689 -2.594 -1.178  -0.128
S -3.576 -4.604 -2.984  1.115
O -2.429 -5.071 -2.209  -0.884
O -4.719 -5.529 -2.752  -0.714
O -3.281 -4.506 -4.444  -0.664

This record from OMol25 describes a molecular structure, C26H26NO2 at a distorted geometry. The level of theory is the ωB97M-V functional and the def2-TZVPD basis.

The HOMO energy is -10.974 eV. The energy above the lowest of the compared OMol25 structures with the same formula, charge and spin comes out at 30.5 kcal/mol. Its total charge is +1. The calculation puts the LUMO energy at -0.153 Eh.

Each line ends with the Mulliken charge.
Element x y z (Å)
C -3.163 -3.618 -2.907  -1.411
C -1.886 -2.960 -2.580  0.045
C -1.515 -1.735 -2.010  -0.658
C -0.047 -1.674 -2.045  0.981
C 0.362 -2.927 -2.649  -0.371
C 1.693 -3.508 -2.864  -1.409
N -0.740 -3.640 -2.925  0.160
H -3.976 -2.894 -2.964  0.359
H -3.123 -4.176 -3.854  0.384
H -3.418 -4.354 -2.134  0.303
H -2.170 -0.951 -1.585  0.457
H 0.544 -0.790 -2.450  0.510
H 2.451 -2.726 -2.981  0.345
H 1.942 -4.165 -2.013  0.313
H 1.730 -4.135 -3.765  0.471
H -0.731 -4.602 -3.300  0.312
C -1.285 -3.563 5.181  -0.812
O -0.765 -4.104 3.943  -0.449
C -0.450 -3.292 2.905  0.738
C -0.103 -3.883 1.653  -1.043
C 0.276 -3.094 0.607  -0.123
C 0.275 -1.668 0.681  -0.296
C 0.733 -0.902 -0.481  0.640
C 0.384 0.525 -0.602  0.314
C 1.144 1.320 -1.485  -0.270
C 0.923 2.668 -1.620  -0.835
C -0.072 3.272 -0.817  -0.088
O -0.257 4.662 -0.899  -0.496
C 0.541 5.467 -0.059  0.369
C 1.485 6.312 -0.655  -0.283
C 2.332 7.056 0.156  -0.374
C 2.195 7.012 1.546  -0.520
C 1.213 6.201 2.123  -0.467
C 0.385 5.416 1.331  -0.315
C -0.930 2.491 -0.017  -0.592
C -0.752 1.115 -0.003  -0.401
C -0.074 -1.099 1.947  -0.806
C -0.445 -1.887 3.015  -0.432
H -1.521 -4.437 5.794  0.241
H -0.541 -2.936 5.695  0.329
H -2.199 -2.981 4.998  0.355
H -0.145 -4.980 1.587  0.408
H 0.536 -3.584 -0.347  0.125
H 1.836 -1.141 -0.733  0.553
H 1.862 0.855 -2.169  0.427
H 1.491 3.290 -2.334  0.395
H 1.510 6.372 -1.749  0.412
H 3.075 7.701 -0.313  0.355
H 2.855 7.587 2.176  0.400
H 1.054 6.194 3.199  0.352
H -0.423 4.802 1.744  0.318
H -1.726 2.997 0.558  0.467
H -1.556 0.506 0.438  0.693
H -0.092 -0.005 2.074  0.532
H -0.719 -1.410 3.962  0.388

This record from OMol25 describes a single C5H8 molecule at a distorted geometry. The level of theory is the ωB97M-V functional and the def2-TZVPD basis.

The HOMO energy is -8.213 eV. The energy above the lowest of the compared OMol25 structures with the same formula, charge and spin comes out at 105.5 kcal/mol. The calculation puts the LUMO energy at 0.007 Eh.

Each line ends with the Mulliken charge.
Element x y z (Å)
C -1.071 -0.095 -0.451  -0.718
C -1.309 -0.648 0.954  -0.310
C 0.186 -0.725 1.234  -0.456
C 0.447 0.219 0.157  0.368
C 1.785 0.405 -0.549  -1.079
H -0.101 1.151 0.242  0.170
H -1.714 0.742 -0.794  0.272
H -0.986 -0.818 -1.247  0.292
H -1.811 -1.617 0.981  0.287
H -1.832 0.018 1.653  0.270
H 2.622 0.293 0.155  0.309
H 1.935 -0.330 -1.348  0.255
H 1.849 1.406 -0.986  0.339